Molecular formula: C41H45MoO6Si
Method: DFT, ωB97M-V with the def2-TZVPD basis set

Kohn-Sham gap (alpha / beta): 5.73 / 5.90 eV
charge: -1
multiplicity: 3
M: 757.8 g mol⁻¹

Last column: Löwdin spin population.
Atoms and positions in Å:
C: 0.80 6.17 -3.67  0.0025
C: 0.84 5.36 -2.35  0.0048
C: 1.03 5.18 -4.82  0.0187
C: 1.54 3.83 -4.20  0.0789
H: 1.78 5.59 -5.51  0.0002
H: 0.11 5.04 -5.40  0.0018
C: 1.82 4.23 -2.63  0.0579
H: -0.17 4.99 -2.16  0.0002
H: 1.15 5.98 -1.50  0.0020
C: 2.18 3.27 -1.44  0.0250
H: 2.78 4.75 -2.76  0.0020
H: 2.56 3.63 -4.59  0.0080
C: 0.73 2.72 -4.69  0.5492
C: -0.49 6.97 -3.77  0.0003
C: 1.84 7.29 -3.74  0.0007
O: 2.46 7.57 -4.75  0.0004
O: -1.57 6.55 -3.37  0.0000
O: -0.32 8.18 -4.32  0.0002
O: 2.03 7.96 -2.59  0.0002
C: 2.91 9.08 -2.78  0.0000
H: 2.96 9.56 -1.81  0.0000
H: 2.49 9.75 -3.54  0.0000
H: 3.89 8.73 -3.11  0.0000
C: -1.52 8.95 -4.40  0.0000
H: -2.31 8.38 -4.91  0.0000
H: -1.25 9.84 -4.95  0.0000
H: -1.87 9.21 -3.39  0.0000
O: 1.22 2.86 -0.44  0.0843
H: 2.94 3.83 -0.85  0.0002
H: 2.70 2.38 -1.85  0.0018
C: 1.37 1.41 -4.92  0.0878
C: -0.74 2.80 -4.73  0.0865
H: -1.09 2.86 -5.78  0.0307
H: -1.18 3.67 -4.21  0.0032
H: -1.20 1.89 -4.32  0.0144
H: 0.71 0.58 -4.63  0.0097
H: 2.31 1.29 -4.39  0.0072
H: 1.59 1.28 -5.99  0.0319
Mo: 0.59 1.16 -0.08  0.8193
C: 1.88 -1.11 0.09  -0.0112
C: 2.80 -0.15 -0.39  0.0105
C: 2.84 0.94 0.55  0.0019
H: 3.45 -0.24 -1.26  0.0016
C: 1.94 0.62 1.63  0.0139
C: 1.30 -0.62 1.30  -0.0014
H: 0.63 -1.16 1.96  -0.0002
H: 1.69 -2.08 -0.36  -0.0008
H: 3.53 1.78 0.54  -0.0002
H: 1.84 1.18 2.55  0.0013
C: -1.74 0.19 -0.69  -0.0024
C: -1.44 -0.01 0.69  0.0033
C: -1.20 1.27 1.30  -0.0089
H: -1.49 -0.96 1.21  0.0005
C: -1.38 2.29 0.28  0.0100
C: -1.67 1.60 -0.97  0.0463
H: -1.92 2.09 -1.91  0.0043
H: -2.05 -0.58 -1.39  -0.0006
H: -1.04 1.47 2.35  -0.0005
H: -1.40 3.36 0.44  0.0009
O: -0.57 -2.42 -0.94  0.0016
Si: -0.84 -3.78 -0.20  0.0001
C: -2.38 -4.63 -0.86  0.0000
C: -3.55 -3.87 -1.01  0.0000
C: -4.72 -4.48 -1.48  0.0000
C: -4.70 -5.82 -1.86  0.0000
C: -3.51 -6.56 -1.78  0.0000
C: -2.34 -5.95 -1.30  0.0000
C: 0.58 -5.01 -0.31  0.0000
C: 0.64 -6.13 0.52  0.0000
C: 1.73 -7.01 0.45  0.0000
C: 2.77 -6.75 -0.45  0.0000
C: 2.71 -5.63 -1.28  0.0000
C: 1.61 -4.76 -1.22  0.0000
C: -1.10 -3.69 1.68  0.0000
C: -2.37 -3.73 2.25  0.0000
C: -2.53 -3.58 3.63  0.0000
C: -1.42 -3.39 4.46  0.0000
C: -0.14 -3.38 3.90  0.0000
C: 0.02 -3.57 2.52  0.0000
H: -3.54 -2.80 -0.77  0.0000
H: -5.63 -3.89 -1.56  0.0000
H: -5.61 -6.30 -2.23  0.0000
H: -3.48 -7.60 -2.10  0.0000
H: -1.40 -6.51 -1.28  0.0000
H: -0.16 -6.32 1.24  0.0000
H: 1.76 -7.88 1.10  0.0000
H: 3.63 -7.43 -0.51  0.0000
H: 3.52 -5.42 -1.98  0.0000
H: 1.56 -3.88 -1.87  0.0000
H: -3.25 -3.88 1.62  0.0000
H: -3.53 -3.59 4.07  0.0000
H: -1.54 -3.26 5.54  0.0000
H: 0.74 -3.23 4.52  0.0000
H: 1.03 -3.61 2.10  0.0000